Record 1
Here is the molecule C4H8O2 from OMol25. Energies are from ωB97M-V/def2-TZVPD.

Its energy above the lowest of the compared OMol25 structures with the same formula, charge and spin is 91.0 kJ/mol. The HOMO energy comes out at -0.39527 hartree. The SMILES is CC(C)OC=O. As for the total energy: -307.677778 hartree.

Positions of all 14 atoms, in Å:
C (-0.4038, 1.5715, 0.1806)
C (-0.1140, 0.1237, -0.1959)
C (-1.2810, -0.8070, 0.0244)
O (0.9833, -0.3235, 0.6133)
C (1.9826, -1.0001, -0.0109)
O (1.9121, -1.9546, -0.7370)
H (-1.2175, 1.9576, -0.4436)
H (-0.7108, 1.6449, 1.2289)
H (0.4727, 2.2127, 0.0392)
H (0.2252, 0.0784, -1.2382)
H (-0.9764, -1.8256, -0.2309)
H (-2.1321, -0.5090, -0.5938)
H (-1.5721, -0.7808, 1.0803)
H (2.8321, -0.3884, 0.2836)

Atom charges from the Mulliken analysis, given in e for atoms 1 to 8: number 1, C, carries -1.33; number 2, C, carries 0.55; number 3, C, carries -1.29; number 4, O, carries -0.34; number 5, C, carries 0.15; number 6, O, carries -0.47; number 7, H, carries 0.37; number 8, H, carries 0.32

Record 2
Here is a cluster of 2 separate species, C2H8NS in total from OMol25. Energies are from ωB97M-V/def2-TZVPD.

The charge is -2. Its energy above the lowest of the compared OMol25 structures with the same formula, charge and spin is 52.7 kJ/mol. The HOMO energy (spin up / spin down) comes out at 0.16400 / -0.00792 hartree. Its spin multiplicity is 2. As for the total energy: -533.797539 hartree.

Positions of all 12 atoms, in Å:
S (-1.4078, -1.6098, -0.7971)
H (-0.8229, -2.8177, -0.8955)
C (0.8261, 2.0438, 1.3335)
C (0.5188, 1.1776, 0.0831)
N (1.2513, -0.1016, 0.1091)
H (0.0375, 1.9415, 2.0900)
H (0.9586, 3.1060, 1.1042)
H (1.7125, 1.5853, 1.7767)
H (0.9774, 1.7526, -0.7302)
H (-0.5238, 1.0044, -0.1877)
H (1.3319, -0.4821, -0.8300)
H (0.6234, -0.8220, 0.4840)

Atom charges from the Mulliken analysis, given in e for atoms 1 to 8: number 1, S, carries -0.99; number 2, H, carries -0.06; number 3, C, carries -4.22; number 4, C, carries 0.28; number 5, N, carries -0.76; number 6, H, carries 0.63; number 7, H, carries 1.22; number 8, H, carries 0.64

Record 3
Here is a cluster of 14 separate species, H28O14 in total from OMol25. Energies are from ωB97M-V/def2-TZVPD.

Its energy above the lowest of the compared OMol25 structures with the same formula, charge and spin is 222.8 kJ/mol. The HOMO energy comes out at -0.36385 hartree. As for the total energy: -1070.116111 hartree.

Positions of all 42 atoms, in Å:
O (2.7091, 1.8008, -0.8717)
H (1.9351, 2.0678, -1.3687)
H (3.4501, 2.3788, -1.1227)
O (0.0271, 3.1088, 1.0553)
H (0.3181, 2.6658, 0.2793)
H (-0.0209, 2.4968, 1.7943)
O (-3.8679, -1.3532, -1.9657)
H (-4.2019, -0.5212, -2.2867)
H (-3.0629, -1.1512, -1.4887)
O (0.4011, 2.3198, -2.0087)
H (0.3561, 1.9678, -2.9337)
H (0.1191, 3.2218, -2.2097)
O (1.0831, -0.5072, -2.0907)
H (1.4521, -1.3852, -2.1217)
H (0.6551, -0.4002, -2.9077)
O (-1.9679, 1.0098, -2.2367)
H (-1.8929, 0.7108, -3.1217)
H (-1.1199, 1.3948, -1.9747)
O (3.6311, -0.5392, -0.0917)
H (3.2831, 0.3148, -0.3487)
H (4.5771, -0.3802, 0.0633)
O (-1.2569, -2.1952, -0.9737)
H (-0.8499, -2.9482, -1.3107)
H (-0.6389, -1.6222, -1.3777)
O (-2.4129, 1.2708, 1.6403)
H (-2.8479, 0.4678, 1.3563)
H (-1.5249, 1.0218, 1.3773)
O (0.2981, -3.6022, 1.3643)
H (-0.1779, -2.7692, 1.4503)
H (-0.0739, -4.1182, 2.0873)
O (-1.5379, -1.7282, 2.1023)
H (-1.9769, -2.5232, 2.4193)
H (-1.6249, -1.1262, 2.8343)
O (0.3451, 1.3038, 3.0783)
H (0.7921, 0.4728, 2.8033)
H (0.0131, 1.1498, 3.9793)
O (1.8021, -0.9362, 2.0273)
H (2.6761, -0.5462, 2.2103)
H (1.5271, -0.4792, 1.2263)
O (-0.1349, 0.1578, 0.1643)
H (-0.7419, -0.5692, 0.0953)
H (0.4831, 0.0978, -0.5977)

Atom charges from the Mulliken analysis, given in e for atoms 1 to 8: number 1, O, carries -0.66; number 2, H, carries 0.34; number 3, H, carries 0.28; number 4, O, carries -0.73; number 5, H, carries 0.29; number 6, H, carries 0.30; number 7, O, carries -0.66; number 8, H, carries 0.30

Record 4
Here is the molecule C3H8S3 from OMol25. Energies are from ωB97M-V/def2-TZVPD.

Its energy above the lowest of the compared OMol25 structures with the same formula, charge and spin is 16.1 kJ/mol. The HOMO energy comes out at -0.33557 hartree. The SMILES is SCC(S)CS. As for the total energy: -1313.640141 hartree.

Positions of all 14 atoms, in Å:
C (-0.8391, -0.8377, -0.1163)
C (-0.0210, 0.1740, 0.7165)
C (1.3663, -0.3355, 1.0290)
H (-2.9488, -0.9327, 0.9890)
H (-0.4210, -0.7413, -1.0926)
H (-0.6694, -1.8734, 0.2771)
H (-0.5858, 0.3956, 1.6222)
H (-0.9025, 2.3908, 0.4474)
H (1.2936, -1.1123, 1.7810)
H (2.0816, 0.4403, 1.4383)
H (2.2163, 0.3849, -0.9957)
S (-2.6563, -0.5233, -0.2143)
S (0.1748, 1.8106, -0.2249)
S (2.2876, -0.8471, -0.4509)

Atom charges from the Mulliken analysis, given in e for atoms 1 to 8: number 1, C, carries -0.72; number 2, C, carries -0.15; number 3, C, carries -0.93; number 4, H, carries 0.10; number 5, H, carries 0.37; number 6, H, carries 0.37; number 7, H, carries 0.44; number 8, H, carries 0.16

Record 5
Here is the molecule C3H4N2O from OMol25. Energies are from ωB97M-V/def2-TZVPD.

Its energy above the lowest of the compared OMol25 structures with the same formula, charge and spin is 427.8 kJ/mol. The HOMO energy comes out at -0.27628 hartree. As for the total energy: -301.324275 hartree.

Positions of all 10 atoms, in Å:
N (1.5612, 0.2330, 0.1442)
C (0.1059, 0.1531, 0.1312)
C (-0.7251, 1.0718, 0.6565)
N (-2.0012, 0.4750, 0.2773)
C (-1.7588, -0.6050, -0.3724)
O (-0.4388, -0.9222, -0.5369)
H (2.0314, -0.5178, 0.6625)
H (1.9815, 0.2926, -0.7904)
H (1.7019, 1.1266, 0.6385)
H (-2.4580, -1.3072, -0.8108)

Atom charges from the Mulliken analysis, given in e for atoms 1 to 8: number 1, N, carries -0.22; number 2, C, carries 0.27; number 3, C, carries -0.75; number 4, N, carries -0.38; number 5, C, carries -0.01; number 6, O, carries -0.42; number 7, H, carries 0.35; number 8, H, carries 0.35

Record 6
Here is the molecule C8H3Cl2NO3S from OMol25. Energies are from ωB97M-V/def2-TZVPD.

Its energy above the lowest of the compared OMol25 structures with the same formula, charge and spin is 68.7 kJ/mol. The HOMO energy comes out at -0.36540 hartree. The SMILES is O=C1N[C@@H]2c3c(Cl)sc(Cl)c3C(=O)[C@@H]2O1. As for the total energy: -1905.671707 hartree.

Positions of all 18 atoms, in Å:
O (1.0640, 3.3163, -0.5390)
O (1.5947, -1.0968, 2.3399)
Cl (-1.6512, -2.1758, 3.3275)
Cl (-2.4195, -0.1865, -2.3512)
O (1.8450, 1.3505, 0.2665)
S (-2.9858, -1.1663, 0.6286)
C (1.2180, 2.0911, -0.5968)
C (0.8932, -0.6926, 1.3811)
C (-1.5270, -1.4898, 1.6883)
C (-2.0120, -0.4350, -0.6407)
C (-0.4673, -0.9676, 1.0240)
C (-0.7360, -0.4720, -0.2770)
N (0.4292, 1.3766, -1.4406)
C (1.5549, -0.0251, 0.0975)
C (0.4646, -0.0293, -1.0419)
H (-0.5051, 1.8442, -1.7650)
H (2.4949, -0.5190, -0.2205)
H (0.7453, -0.7230, -1.8806)

Atom charges from the Mulliken analysis, given in e for atoms 1 to 8: number 1, O, carries -0.63; number 2, O, carries -0.58; number 3, Cl, carries -0.14; number 4, Cl, carries -0.17; number 5, O, carries -0.32; number 6, S, carries -0.15; number 7, C, carries 0.55; number 8, C, carries 0.44

Copy entry 3 word for word.
Here is a cluster of 14 separate species, H28O14 in total from OMol25. Energies are from ωB97M-V/def2-TZVPD.

Its energy above the lowest of the compared OMol25 structures with the same formula, charge and spin is 222.8 kJ/mol. The HOMO energy comes out at -0.36385 hartree. As for the total energy: -1070.116111 hartree.

Positions of all 42 atoms, in Å:
O (2.7091, 1.8008, -0.8717)
H (1.9351, 2.0678, -1.3687)
H (3.4501, 2.3788, -1.1227)
O (0.0271, 3.1088, 1.0553)
H (0.3181, 2.6658, 0.2793)
H (-0.0209, 2.4968, 1.7943)
O (-3.8679, -1.3532, -1.9657)
H (-4.2019, -0.5212, -2.2867)
H (-3.0629, -1.1512, -1.4887)
O (0.4011, 2.3198, -2.0087)
H (0.3561, 1.9678, -2.9337)
H (0.1191, 3.2218, -2.2097)
O (1.0831, -0.5072, -2.0907)
H (1.4521, -1.3852, -2.1217)
H (0.6551, -0.4002, -2.9077)
O (-1.9679, 1.0098, -2.2367)
H (-1.8929, 0.7108, -3.1217)
H (-1.1199, 1.3948, -1.9747)
O (3.6311, -0.5392, -0.0917)
H (3.2831, 0.3148, -0.3487)
H (4.5771, -0.3802, 0.0633)
O (-1.2569, -2.1952, -0.9737)
H (-0.8499, -2.9482, -1.3107)
H (-0.6389, -1.6222, -1.3777)
O (-2.4129, 1.2708, 1.6403)
H (-2.8479, 0.4678, 1.3563)
H (-1.5249, 1.0218, 1.3773)
O (0.2981, -3.6022, 1.3643)
H (-0.1779, -2.7692, 1.4503)
H (-0.0739, -4.1182, 2.0873)
O (-1.5379, -1.7282, 2.1023)
H (-1.9769, -2.5232, 2.4193)
H (-1.6249, -1.1262, 2.8343)
O (0.3451, 1.3038, 3.0783)
H (0.7921, 0.4728, 2.8033)
H (0.0131, 1.1498, 3.9793)
O (1.8021, -0.9362, 2.0273)
H (2.6761, -0.5462, 2.2103)
H (1.5271, -0.4792, 1.2263)
O (-0.1349, 0.1578, 0.1643)
H (-0.7419, -0.5692, 0.0953)
H (0.4831, 0.0978, -0.5977)

Atom charges from the Mulliken analysis, given in e for atoms 1 to 8: number 1, O, carries -0.66; number 2, H, carries 0.34; number 3, H, carries 0.28; number 4, O, carries -0.73; number 5, H, carries 0.29; number 6, H, carries 0.30; number 7, O, carries -0.66; number 8, H, carries 0.30